Entry 1:
Computed, not measured: the molecule C21H31N3O6S in a non-equilibrium geometry, with ωB97M-V/def2-TZVPD.

Results
**F_max**: 1.04 eV Å⁻¹
**HOMO**: -8.61 eV
**Calculated total energy**: -49871.4396 eV

Positions of all 62 atoms, in Å:
C (2.2202, 3.4076, 2.3273)
O (2.8748, 3.6694, 1.1003)
C (2.0926, 4.3933, 0.1682)
C (1.1112, 3.5211, -0.6243)
C (1.8444, 2.5670, -1.5699)
N (2.6749, 1.6494, -0.8214)
C (2.5734, 0.3165, -0.9068)
O (1.8599, -0.2701, -1.6955)
C (3.4793, -0.4211, 0.0888)
N (2.9531, -1.7288, 0.4217)
C (3.7396, -2.8202, 0.2170)
O (4.8598, -2.7506, -0.2382)
C (3.1635, -4.1446, 0.6951)
O (1.7568, -4.2527, 0.7157)
C (1.0713, -3.1251, 1.0315)
C (-0.2413, -3.2628, 1.4698)
C (-1.0105, -2.1450, 1.7423)
C (-0.4485, -0.8948, 1.5819)
S (-1.4293, 0.5966, 1.7380)
O (-2.2959, 0.5041, 2.8747)
O (-0.5024, 1.6993, 1.6790)
N (-2.3723, 0.6955, 0.3903)
C (-1.7075, 0.6611, -0.8898)
C (-1.8269, -0.7015, -1.5810)
C (-1.1714, -0.6575, -2.9566)
C (-3.3057, -1.0831, -1.6640)
C (-3.9247, -1.1301, -0.2663)
C (-5.4053, -1.4926, -0.3192)
C (-3.7372, 0.2321, 0.4111)
C (0.8663, -0.7413, 1.1918)
C (1.6447, -1.8511, 0.8953)
H (1.3032, 2.8275, 2.1943)
H (2.9279, 2.8458, 2.9348)
H (1.9752, 4.3454, 2.8371)
H (2.8146, 4.8543, -0.5141)
H (1.5433, 5.1892, 0.6869)
H (0.4642, 4.1736, -1.2108)
H (0.4864, 2.9558, 0.0703)
H (1.1388, 1.9728, -2.1555)
H (2.4756, 3.1414, -2.2587)
H (3.2138, 2.0905, -0.0849)
H (3.6221, 0.1700, 0.9987)
H (4.4535, -0.5966, -0.3804)
H (3.5310, -4.9412, 0.0436)
H (3.5638, -4.3192, 1.7084)
H (-0.6415, -4.2587, 1.5706)
H (-2.0263, -2.2344, 2.0906)
H (-0.6616, 0.9111, -0.7174)
H (-2.1502, 1.4349, -1.5294)
H (-1.3058, -1.4478, -0.9715)
H (-1.3036, -1.6087, -3.4663)
H (-1.6143, 0.1254, -3.5689)
H (-0.1065, -0.4699, -2.8534)
H (-3.4103, -2.0563, -2.1480)
H (-3.8366, -0.3464, -2.2724)
H (-3.3948, -1.8901, 0.3168)
H (-5.5410, -2.4678, -0.7809)
H (-5.8271, -1.5222, 0.6825)
H (-5.9567, -0.7580, -0.9020)
H (-4.0357, 0.1988, 1.4592)
H (-4.3545, 0.9785, -0.1047)
H (1.2465, 0.2622, 1.1188)

Cartesian forces, eV/Å:
C -0.10 -0.05 0.08
O 0.26 -0.03 -0.08
C -0.30 0.14 -0.19
C 0.46 -0.06 0.10
C -0.29 0.14 -0.12
N 0.16 0.29 0.17
C 0.42 0.01 0.15
O -0.12 -0.27 -0.13
C 0.01 -0.12 -0.19
N 0.03 0.39 -0.17
C -0.01 -0.26 0.00
O 0.06 -0.21 0.03
C 0.52 -0.23 0.11
O -0.28 0.18 -0.15
C -0.12 0.30 0.14
C 0.15 0.11 -0.07
C -0.03 -0.10 0.07
C -0.23 0.60 0.05
S -0.08 0.28 -0.11
O -0.13 -0.36 -0.08
O 0.02 -0.33 -0.15
N 0.51 0.01 0.91
C 0.41 -0.23 -0.37
C -0.14 0.18 -0.30
C 0.02 -0.02 0.33
C 0.32 -0.19 0.44
C -0.25 0.22 -0.24
C 0.33 0.03 0.12
C -0.42 -0.44 0.29
C 0.11 -0.12 0.02
C -0.43 -0.39 0.20
H 0.11 0.04 0.03
H -0.06 0.01 0.07
H 0.02 0.00 0.01
H -0.12 0.05 0.03
H 0.08 0.01 -0.02
H -0.06 0.06 -0.03
H -0.05 0.03 -0.09
H 0.12 0.08 0.00
H -0.13 -0.05 -0.04
H -0.04 -0.26 0.06
H 0.02 0.02 -0.06
H -0.18 0.12 0.12
H 0.00 0.23 0.10
H -0.05 0.05 -0.19
H -0.04 -0.12 0.04
H -0.14 -0.10 0.02
H 0.10 0.09 -0.24
H 0.06 0.01 -0.01
H -0.01 0.03 0.02
H -0.02 -0.10 -0.11
H -0.09 0.11 -0.13
H 0.11 0.04 -0.09
H -0.04 -0.01 -0.09
H -0.09 0.07 -0.11
H 0.01 0.04 0.00
H -0.07 -0.09 -0.05
H -0.14 -0.03 0.10
H -0.10 0.09 -0.08
H -0.23 0.02 -0.13
H 0.00 -0.02 0.03
H 0.14 0.13 -0.07

Entry 2:
Computed, not measured: the molecule C3H6N4O in a non-equilibrium geometry, with ωB97M-V/def2-TZVPD.

Results
**F_max**: 5.77 eV Å⁻¹
**HOMO**: -9.33 eV
**Calculated total energy**: -11210.8698 eV

Positions of all 14 atoms, in Å:
O (-0.0753, 2.9579, -0.5134)
N (0.6256, 1.8277, -0.5772)
C (0.3178, 0.5502, 0.0439)
N (1.1415, -0.3479, 0.3002)
C (0.6566, -1.7620, 0.4668)
C (-0.8115, -1.9623, -0.0561)
N (-1.5636, -1.0667, -0.4087)
N (-1.2283, 0.2951, 0.2636)
H (-0.1082, 3.6752, 0.3091)
H (1.6896, 1.9905, -0.5872)
H (1.3975, -2.4200, -0.0095)
H (0.7021, -1.7838, 1.6048)
H (-1.2361, -2.8995, -0.2653)
H (-1.5077, 0.9456, -0.5709)

Cartesian forces, eV/Å:
O -2.61 3.80 1.38
N 4.18 -2.56 1.30
C -3.68 0.62 0.70
N 0.74 -0.66 -1.39
C -0.95 2.10 2.00
C 3.72 -1.02 0.79
N -1.87 4.39 1.43
N 2.45 1.09 -5.11
H 0.97 -3.43 -1.88
H -2.18 -0.44 0.05
H -0.52 0.04 0.32
H -0.19 -1.03 -1.32
H 0.28 -1.72 -0.50
H -0.36 -1.16 2.22

Entry 3:
Computed, not measured: a structure of composition C4H2NO4P in a non-equilibrium geometry, with ωB97M-V/def2-TZVPD.

Results
**F_max**: 3.47 eV Å⁻¹
**HOMO**: -10.45 eV
**Calculated total energy**: -23147.6394 eV

Positions of all 12 atoms, in Å:
C (1.0776, 0.8507, 0.6357)
C (0.5575, 0.3087, -0.7039)
C (0.1748, 0.8714, 1.6436)
C (0.1610, -2.0888, -1.0684)
N (0.7922, -1.0598, -0.9452)
O (-1.8664, -0.8098, 0.2086)
O (-0.4271, 0.8945, 2.6410)
O (-0.1795, -3.1845, -1.2145)
O (-1.9610, 1.7416, -0.1781)
P (-1.2511, 0.4800, -0.1316)
H (2.1763, 1.0303, 0.6809)
H (0.7456, 0.9658, -1.5679)

Cartesian forces, eV/Å:
C 0.01 -0.47 -0.23
C -2.38 0.42 1.29
C 3.16 0.30 1.41
C 1.03 0.16 0.15
N 0.36 -0.06 -0.37
O 0.83 0.10 0.02
O 0.08 0.08 -1.21
O -0.53 -0.07 -0.03
O 0.40 0.97 -0.03
P -1.80 -1.25 -2.20
H -1.19 0.11 0.79
H 0.03 -0.29 0.42

Across the entries above, ΔE to the lowest compared entry with this formula, charge and spin takes the values 0.653 5.907 0.308 eV, respectively.